[1]
Below is C21H19BrN10SSr as an isolated structure, with properties calculated with ωB97M-V with the def2-TZVPD basis set.

```
53
Properties=species:S:1:pos:R:3:forces:R:3
Sr -0.4006 -0.1939 0.1298 0.3 -0.6 -0.1
S 2.3754 -0.0375 0.7349 -0.3 0.2 0.4
C 2.0402 -0.1185 2.4683 -0.3 0.5 -0.1
N 2.8379 -0.7547 3.2495 0.4 -0.2 0.2
N 2.7251 -0.7084 4.5843 0.0 -0.1 -0.3
C 3.3849 -1.6622 5.3604 0.0 0.1 0.0
C 4.1276 -2.6917 4.7883 0.0 0.0 0.1
C 4.7448 -3.6197 5.6130 0.0 0.0 -0.1
C 4.6321 -3.5451 6.9942 0.0 0.0 0.0
C 3.8977 -2.5090 7.5551 0.0 0.0 0.0
C 3.2821 -1.5677 6.7482 0.0 0.0 0.0
N 0.9628 0.5304 3.1639 0.3 -0.4 0.0
N -0.1167 0.7132 2.5859 -0.1 0.1 0.2
C -1.1677 1.2211 3.4423 0.3 0.0 -0.4
C -2.4089 1.3708 2.8448 -0.1 0.0 0.0
C -3.4852 1.8537 3.5758 0.1 0.0 0.0
C -3.3122 2.1813 4.9112 0.0 0.0 0.0
C -2.0670 2.0177 5.5088 0.0 0.0 0.0
C -0.9905 1.5391 4.7824 0.0 0.1 0.1
H 1.9532 -0.1996 4.9867 0.0 0.0 0.1
H 4.2074 -2.7545 3.7134 0.0 0.0 0.0
H 5.3148 -4.4214 5.1602 0.0 0.0 0.0
H 5.1027 -4.2887 7.6231 0.0 0.0 0.0
H 3.8079 -2.4274 8.6311 0.0 0.0 0.0
H 2.7238 -0.7493 7.1888 0.0 0.0 0.0
H -2.5457 1.0871 1.8094 0.0 0.0 0.0
H -4.4508 1.9653 3.1000 0.0 0.0 0.0
H -4.1458 2.5562 5.4901 0.0 0.0 0.0
H -1.9346 2.2609 6.5549 0.0 0.0 0.0
H -0.0235 1.4149 5.2465 0.0 0.0 0.0
N -3.8759 -1.4873 -0.7760 0.0 0.0 0.0
C -3.9856 -0.1627 -0.7743 0.1 -0.1 -0.1
N -5.2094 0.3558 -0.9158 0.0 0.0 0.0
C -5.2608 1.6785 -0.9217 0.0 0.1 0.0
N -6.4615 2.2604 -1.0667 0.0 0.0 0.0
N -4.2045 2.5100 -0.7818 -0.1 -0.1 0.0
C -3.0473 1.8973 -0.6432 0.2 0.2 0.0
N -2.8447 0.5754 -0.6432 -0.1 0.3 0.1
C -1.8690 2.8187 -0.4111 -0.2 -0.1 0.0
C -2.1006 4.1602 -0.1512 0.0 0.1 0.0
C -1.0174 4.9752 0.1341 0.0 0.0 0.0
C 0.2535 4.4309 0.1460 0.1 0.0 0.0
C 0.4027 3.0807 -0.1284 -0.2 0.0 -0.1
N -0.6407 2.2926 -0.4044 -0.1 0.2 0.0
H -4.7300 -2.0174 -0.7895 0.0 0.0 0.0
H -3.0115 -1.9580 -0.5009 0.0 0.0 0.0
H -7.2755 1.6872 -1.1905 0.0 0.0 0.0
H -6.5226 3.2609 -1.0903 0.0 0.0 0.0
H -3.1103 4.5389 -0.1654 0.0 0.0 0.0
H -1.1697 6.0240 0.3521 0.0 0.0 0.0
H 1.1252 5.0299 0.3690 0.0 0.0 0.0
H 1.3740 2.5984 -0.1156 0.0 0.0 0.0
Br -1.0895 -2.9456 0.4260 -0.2 -0.2 0.0
```
Positions in Å, forces in eV/Å.

The orbital gap comes out at 5.93 eV. The highest occupied orbital energy comes out at -6.8 eV. For the energy above the lowest of the compared OMol25 structures with the same formula, charge and spin, the calculation gives 0.0 kcal per mole. The LUMO energy is -0.848 eV. As for the multiplicity: 1.

---

[2]
Below is a 4-piece molecular cluster, C25H33NO8 overall in a non-equilibrium geometry, with properties calculated with ωB97M-V with the def2-TZVPD basis set.

```
67
Properties=species:S:1:pos:R:3:forces:R:3
H 1.5712 4.5230 1.9134 0.3 -0.3 0.2
N 1.8595 3.6318 2.3441 -0.9 -0.6 -0.3
C 1.0657 2.6999 1.9591 0.8 0.5 0.4
C 1.3115 1.2714 2.5320 -0.1 0.0 -0.1
C -0.0866 3.0724 0.9566 0.4 -0.9 -1.2
C -0.3955 1.9358 -0.0890 -1.1 -1.7 -0.6
C -1.4444 0.9439 0.2348 1.8 0.4 -1.7
O -2.0432 1.1065 1.5075 -0.4 0.1 -1.8
C -1.8195 -0.1550 -0.6696 0.6 0.7 0.0
C -2.9209 -1.1551 -0.2050 -0.1 1.1 0.9
C -4.2813 -1.0743 -1.0112 0.8 -1.2 -1.1
O -4.6810 -2.4165 -1.3936 -0.3 0.3 0.6
C -1.1257 -0.2861 -1.9462 0.9 1.7 1.0
C -0.0735 0.7076 -2.2770 -0.7 -0.5 0.7
C 0.2917 1.7985 -1.3744 -0.9 -0.5 0.3
C 1.4344 2.8188 -1.7253 0.0 -0.5 -0.2
O 2.4160 2.9081 -0.6496 0.3 -0.7 -0.9
C 3.4683 2.0254 -0.8594 2.6 -2.3 -0.2
C 3.2779 0.5675 -1.0032 1.3 0.5 0.1
C 4.3977 -0.3535 -1.1860 1.0 1.8 0.1
C 5.7725 0.1397 -1.2325 -1.6 1.9 0.2
C 5.9861 1.5862 -1.1130 -2.0 -1.1 0.2
C 4.8541 2.4937 -0.9232 -0.1 -1.1 -0.1
C 0.6494 0.4818 -3.6490 -0.4 -1.0 0.7
O 0.9954 1.3724 -4.3833 0.0 -0.4 0.4
C 0.8455 -1.0288 -4.0185 -0.6 -0.7 0.5
C -0.1061 -1.9485 -3.7070 0.0 1.4 0.6
C -1.3959 -1.4375 -2.9752 1.4 0.4 0.1
O -2.4910 -1.8786 -3.2232 0.5 0.0 0.4
H 2.3895 1.0993 2.8016 -1.0 0.6 -0.4
H 0.7380 1.1573 3.4949 0.3 -0.1 -1.1
H 1.0454 0.4643 1.7983 -0.1 0.7 0.7
H 0.2755 3.9463 0.3433 -0.3 -0.8 0.9
H -1.0108 3.3767 1.5062 0.8 -0.4 -0.4
H -2.8392 1.6379 1.3019 0.3 -0.4 0.6
H -3.1663 -0.8822 0.8615 0.4 -0.4 -1.0
H -2.4929 -2.1957 -0.1477 -0.6 0.9 -0.4
H -4.1408 -0.5317 -1.9909 -0.1 -0.1 1.3
H -5.1251 -0.6625 -0.4074 0.8 -0.2 -0.5
H -3.8975 -2.9623 -1.5588 -0.3 0.5 -0.1
H 2.0018 2.5170 -2.6382 -0.8 0.2 0.6
H 1.0452 3.8535 -1.8965 0.2 -0.9 0.3
H 2.2552 0.1308 -0.9428 0.9 0.5 0.0
H 4.2714 -1.4610 -1.2785 -0.3 1.2 0.2
H 6.6437 -0.5507 -1.3503 -1.0 0.7 0.1
H 7.0178 2.0093 -1.1402 -1.1 -0.4 0.0
H 5.0949 3.5798 -0.8251 -0.5 -1.0 -0.1
H 1.7625 -1.4140 -4.5233 -0.7 1.0 0.3
H 0.0107 -3.0335 -3.9241 -0.3 1.0 0.0
C 5.2978 -3.5186 1.0850 -0.2 -0.3 0.1
O 4.2158 -3.8961 0.2404 0.0 0.0 -0.1
H 5.8465 -2.7067 0.6105 -0.1 0.0 0.0
H 4.9109 -3.1787 2.0487 0.2 0.1 0.1
H 5.9661 -4.3712 1.2303 0.1 0.1 0.1
H 3.7483 -4.6129 0.6826 0.0 0.1 -0.1
C -7.9603 -1.6123 0.6355 0.2 -0.3 -0.2
O -7.0584 -2.7023 0.7547 0.0 0.0 0.0
H -8.3360 -1.3606 1.6263 0.1 -0.1 0.0
H -7.4438 -0.7445 0.2147 -0.2 0.1 0.0
H -8.7993 -1.8908 -0.0076 -0.1 0.2 0.0
H -6.7375 -2.9072 -0.1334 0.2 0.0 0.2
C -2.3447 -0.0295 4.6619 0.1 -0.1 0.3
O -1.1595 -0.3838 5.3658 0.1 0.0 0.0
H -2.0677 0.3340 3.6737 0.1 -0.1 0.1
H -2.9890 -0.9067 4.5568 -0.2 0.1 -0.1
H -2.8739 0.7604 5.2024 -0.2 0.0 -0.1
H -1.4264 -0.7018 6.2349 0.1 0.0 -0.1
```
Positions in Å, forces in eV/Å.

The orbital gap comes out at 7.73 eV. The highest occupied orbital energy comes out at -8.8 eV. For the energy above the lowest of the compared OMol25 structures with the same formula, charge and spin, the calculation gives 76.6 kcal per mole. The LUMO energy is -1.063 eV. As for the SMILES: [H]/N=C(/C)Cc1c(O)c(CCO)c2c(c1COc1ccccc1)C(=O)C=CC2=O.CO.CO.CO. As for the multiplicity: 1.

---

[3]
Below is C21H58HgN9O6P2 as an isolated structure in a non-equilibrium geometry, with properties calculated with ωB97M-V with the def2-TZVPD basis set.

```
97
Properties=species:S:1:pos:R:3:forces:R:3
Hg -1.2987 -18.4701 -0.1707 -0.2 -0.1 0.6
O -3.3710 -18.7769 -0.0210 0.6 1.4 -0.7
H -3.3095 -19.6816 0.2165 -0.5 -1.5 0.5
C -4.5369 -14.4582 0.3187 -1.7 -0.3 0.6
C -3.8752 -15.6888 0.9358 -0.1 1.9 1.1
O -2.6891 -15.8317 0.7684 2.1 -0.7 -1.3
N -4.4911 -16.3600 1.9021 -1.5 -1.4 1.6
C -3.7670 -17.3415 2.8059 -0.6 1.1 -1.2
H -3.9891 -13.5657 0.6514 0.0 -0.4 -0.2
H -5.6005 -14.3495 0.6654 0.9 0.0 -0.4
H -4.5512 -14.5190 -0.7673 0.2 0.1 0.1
H -5.4326 -16.0769 2.2130 0.9 -0.3 -0.5
H -4.3932 -18.1979 3.0090 -0.4 0.0 0.1
H -3.5101 -16.7940 3.7073 0.2 -0.2 0.2
H -2.8979 -17.7478 2.3009 0.1 0.3 0.0
C -2.1436 -15.3236 -3.5076 0.4 1.1 0.6
C -2.2863 -16.5013 -2.5783 1.1 -0.1 0.5
O -1.2600 -16.8942 -1.9494 -0.9 0.4 -0.9
N -3.4772 -17.0527 -2.3852 -1.4 -0.6 1.3
C -4.7430 -16.5067 -2.9370 -0.7 -0.8 0.0
H -1.1412 -15.2510 -3.9638 -0.6 -0.4 0.1
H -2.1715 -14.4286 -2.8408 -0.1 -0.5 -0.2
H -2.9570 -15.1614 -4.2111 0.2 -0.3 -0.1
H -3.5879 -17.6469 -1.4958 0.3 0.4 -1.4
H -5.6350 -17.1738 -2.6970 1.5 0.4 -0.3
H -4.6863 -16.4446 -4.0643 -0.1 0.3 1.4
H -4.9927 -15.5773 -2.3916 0.2 -0.1 -0.9
C 2.6618 -18.2777 0.0619 1.1 -1.2 1.6
C 1.5215 -17.3899 0.3970 -0.6 -0.7 0.0
O 0.5452 -17.8780 1.0176 -0.3 -0.1 -0.4
N 1.5028 -16.1282 0.0175 0.0 -0.1 -0.1
C 0.3150 -15.3183 0.2731 0.0 -1.6 1.6
H 3.1618 -18.6070 1.0722 -0.7 0.7 -2.0
H 3.3531 -17.8462 -0.6481 0.4 0.3 0.2
H 2.2976 -19.2074 -0.4020 -0.2 0.4 0.2
H 2.3678 -15.7137 -0.2394 0.5 0.3 -0.5
H 0.4962 -14.3302 -0.0577 0.1 1.0 -0.3
H 0.1913 -15.3770 1.3994 -0.5 0.4 -1.4
H -0.5253 -15.7801 -0.2793 0.3 0.6 0.6
O -1.6125 -20.1387 2.2641 1.2 -0.2 0.7
P -0.5986 -20.7560 3.2031 -0.2 0.9 -2.1
N -1.3797 -21.4784 4.4083 -0.6 -0.4 0.9
C -0.6785 -22.0136 5.5425 -1.7 -0.1 1.9
C -2.7844 -21.2464 4.6358 -2.0 0.1 -0.9
N 0.5060 -19.6525 3.7977 -0.6 0.3 0.8
C 1.8020 -20.0248 4.3089 0.6 -0.4 -0.6
C -0.0336 -18.4829 4.5520 -0.2 -0.6 -1.2
N 0.4278 -21.8938 2.5220 -0.7 0.3 -0.2
C 1.0929 -21.3853 1.3500 1.2 0.8 -0.9
C 0.2409 -23.3320 2.4215 0.7 -0.6 0.3
H -1.2824 -22.8803 5.9154 0.5 0.6 -0.1
H -0.6220 -21.2645 6.3826 0.0 -0.6 -0.6
H 0.2872 -22.3881 5.3401 1.1 -0.2 -0.5
H -3.3219 -22.2091 4.7516 0.4 0.3 0.5
H -3.2603 -20.8437 3.7096 0.7 -0.1 0.7
H -3.0790 -20.5456 5.4681 0.8 -0.7 -0.5
H 2.4305 -19.1385 4.2623 0.1 0.1 0.5
H 1.7955 -20.5000 5.2872 0.0 0.4 0.5
H 2.3071 -20.7362 3.6726 -0.1 -0.3 -0.4
H 0.8210 -17.8429 4.6879 0.1 0.7 -0.2
H -0.8017 -18.0321 3.8924 0.3 0.0 0.8
H -0.3834 -18.6706 5.5830 -0.3 -0.4 -0.5
H 0.9886 -20.2989 1.1859 -0.2 -0.3 0.6
H 2.2025 -21.5633 1.3910 -0.8 -0.2 -0.1
H 0.6791 -21.8035 0.4214 0.0 -0.3 0.4
H -0.3596 -23.7220 1.5776 0.2 0.7 0.0
H -0.2046 -23.7552 3.3138 -0.1 0.1 0.3
H 1.2686 -23.7621 2.3390 -0.7 0.1 0.0
O 0.0631 -19.8205 -1.6133 0.2 0.8 1.2
P 0.1185 -20.4126 -2.9634 -1.7 0.1 -1.3
N 1.4487 -21.3223 -3.1008 -0.2 0.6 -2.3
C 2.1622 -21.8800 -2.0367 0.6 -1.7 1.5
C 1.8689 -21.7052 -4.4387 0.5 -0.4 -1.3
N 0.0004 -19.2260 -4.1609 0.1 -0.9 0.5
C -0.4658 -19.4921 -5.5110 -1.5 -1.0 0.5
C 0.7761 -17.9929 -4.0635 -1.1 -0.2 1.9
N -1.1687 -21.4184 -3.2783 1.1 -0.3 -0.1
C -1.1748 -22.8567 -3.5897 -1.8 0.6 0.5
C -2.4751 -20.8460 -3.4091 -1.6 0.1 0.3
H 2.2973 -22.9915 -2.1564 -0.4 0.8 0.1
H 1.6176 -21.6937 -1.1087 0.4 -0.1 -0.2
H 3.1751 -21.5032 -1.9707 0.3 0.4 0.2
H 2.7711 -22.3268 -4.3025 -0.5 0.0 -0.3
H 2.2318 -20.8671 -5.1120 -0.7 -0.6 0.9
H 1.0655 -22.3044 -4.9831 1.1 0.7 0.5
H -0.6890 -20.5662 -5.6572 0.0 0.5 0.2
H -1.3703 -18.9146 -5.7996 0.3 -0.2 0.5
H 0.2721 -19.2443 -6.2132 1.3 0.4 -1.1
H 0.7774 -17.7061 -2.9808 0.4 -0.1 -1.0
H 1.7672 -18.1135 -4.4717 0.4 0.2 -0.2
H 0.1848 -17.2234 -4.5523 0.3 0.2 -0.3
H -1.5235 -22.9329 -4.6402 0.1 -0.5 0.6
H -0.2723 -23.3925 -3.4393 1.2 0.0 0.0
H -1.8976 -23.3477 -2.8680 0.5 0.4 -1.1
H -2.9290 -21.1381 -4.3901 0.3 0.4 0.5
H -2.4153 -19.7364 -3.3335 -0.3 -0.8 0.0
H -3.1894 -21.2565 -2.6181 0.9 0.6 -0.8
```
Positions in Å, forces in eV/Å.

The orbital gap comes out at 8.91 eV. The highest occupied orbital energy comes out at -10.6 eV. Its charge is +1. The LUMO energy is -1.711 eV. As for the multiplicity: 1.

---

[4]
Below is H2N2O3S as an isolated structure in a non-equilibrium geometry, with properties calculated with ωB97M-V with the def2-TZVPD basis set.

```
8
Properties=species:S:1:pos:R:3:forces:R:3
N -0.5346 -0.5406 0.5198 2.2 -3.7 -3.0
N 0.1384 -1.0715 -0.5301 0.4 0.8 -0.7
O 0.4068 1.4811 -0.8738 -0.3 0.3 0.2
O 0.2656 1.9939 1.5169 -0.1 0.0 -0.1
O 0.5850 -2.1594 -1.1157 -2.5 3.2 3.7
S -0.4326 1.6713 0.3073 0.4 0.7 -0.2
H -0.8451 -1.1931 1.2372 0.0 -0.4 -0.2
H 0.4164 -0.1818 -1.0616 -0.1 -1.0 0.2
```
Positions in Å, forces in eV/Å.

The orbital gap comes out at 10.02 eV. The highest occupied orbital energy comes out at -11.1 eV. For the energy above the lowest of the compared OMol25 structures with the same formula, charge and spin, the calculation gives 39.0 kcal per mole. The LUMO energy is -1.092 eV. As for the multiplicity: 1.